(1)
A molecular structure, CH3AlMgO2, computed with wB97M-V/def2-TZVPD.

Values from the calculation:
- LUMO (spin up / spin down): -0.41 / -0.43 eV
- HOMO energy (spin up / spin down): -6.5 / -6.5 eV
- Kohn-Sham gap (spin up / spin down): 6.048 / 6.029 eV

Last column: natural (NBO) charge in e.
CARTESIAN COORDINATES (ANGSTROEM)
O (-2.057, 0.207, -0.133)  -0.913
H (-0.676, 2.961, 0.231)  -0.362
O (0.093, -0.386, 0.303)  -1.118
H (-1.496, -1.510, 0.878)  0.144
Mg (1.911, -0.077, -0.291)  0.315
H (-1.186, -1.515, -0.888)  0.144
C (-1.201, -0.868, 0.018)  0.202
Al (-0.654, 1.312, 0.070)  1.588

=====

(2)
2 unconnected molecules or ions with the total composition CH3Br2O3P, computed with wB97M-V/def2-TZVPD.

Values from the calculation:
- Energy relative to the best compared isomer or geometry (same formula, charge and spin): 0.0 kJ/mol
- LUMO (spin up / spin down): -0.83 / -0.83 eV
- HOMO energy (spin up / spin down): -9.9 / -9.9 eV
- Kohn-Sham gap (spin up / spin down): 9.081 / 9.084 eV

Last column: natural (NBO) charge in e.
CARTESIAN COORDINATES (ANGSTROEM)
O (2.809, -1.193, -0.535)  -1.032
H (-2.232, 2.384, 1.957)  0.188
Br (2.078, -4.069, -1.543)  -0.236
O (-0.986, 1.815, 0.303)  -0.046
O (-0.454, 0.787, 0.938)  -0.435
P (1.628, -2.009, -0.695)  1.435
C (-1.896, 2.490, 0.872)  0.131
H (-2.121, 3.343, 0.374)  0.164
H (0.880, -2.344, 0.520)  -0.011
Br (0.294, -1.203, -2.194)  -0.157

=====

(3)
A single CH3Br2OP molecule, computed with wB97M-V/def2-TZVPD.

Values from the calculation:
- SMILES: COP(Br)Br
- Energy relative to the best compared isomer or geometry (same formula, charge and spin): 180.9 kJ/mol
- LUMO: -0.04 eV
- HOMO energy: -10.0 eV
- Kohn-Sham gap: 9.931 eV

Last column: natural (NBO) charge in e.
CARTESIAN COORDINATES (ANGSTROEM)
H (-1.482, 0.379, 0.981)  0.159
P (1.437, -0.243, 0.745)  0.887
H (-1.736, -0.738, -0.225)  0.183
C (-1.349, 0.242, -0.082)  -0.259
O (-0.005, 0.250, -0.461)  -0.789
Br (2.939, 1.054, -0.198)  -0.178
H (-1.762, 1.212, -0.489)  0.204
Br (1.960, -2.157, -0.272)  -0.207

=====

(4)
A single CH3Br2OP molecule, computed with wB97M-V/def2-TZVPD.

Values from the calculation:
- SMILES: CP(=O)(Br)Br
- Energy relative to the best compared isomer or geometry (same formula, charge and spin): 299.4 kJ/mol
- LUMO: -0.71 eV
- HOMO energy: -9.6 eV
- Kohn-Sham gap: 8.914 eV

Last column: natural (NBO) charge in e.
CARTESIAN COORDINATES (ANGSTROEM)
H (-1.866, -0.008, 0.135)  0.288
O (1.770, 0.677, -1.203)  -0.912
C (-0.959, -0.329, -0.370)  -1.048
H (-0.632, 0.033, -1.372)  0.309
P (0.595, 0.198, 0.217)  1.357
Br (0.402, 2.093, 1.485)  -0.158
Br (1.514, -1.277, 1.516)  -0.104
H (-0.825, -1.387, -0.407)  0.269

=====

(5)
A single CH3Br2P molecule, computed with wB97M-V/def2-TZVPD.

Values from the calculation:
- Multiplicity: 3
- Energy relative to the best compared isomer or geometry (same formula, charge and spin): 207.9 kJ/mol
- LUMO (spin up / spin down): 0.61 / -3.31 eV
- HOMO energy (spin up / spin down): -5.2 / -10.3 eV
- Kohn-Sham gap (spin up / spin down): 5.792 / 6.999 eV

Last column: Löwdin spin population.
CARTESIAN COORDINATES (ANGSTROEM)
P (-0.661, -1.040, 0.081)  1.071
Br (2.348, -0.056, -0.239)  0.075
H (-0.408, -1.277, -1.255)  0.091
Br (-2.519, 0.033, -0.139)  0.614
H (0.533, 0.582, 1.381)  0.004
C (0.571, 0.413, 0.329)  0.129
H (0.136, 1.345, -0.158)  0.016

=====

| no. | F_max (eV Å⁻¹) |
| --- | --- |
| 1 | 3.2 |
| 2 | 3.4 |
| 3 | 4.4 |
| 4 | 8.5 |
| 5 | 5.1 |